The following is a quantum chemistry calculation of an isolated molecule of C10H8ClN7O2, from the OMol25 dataset.

Results
Kohn-Sham gap = 7.815 eV
LUMO level = -0.16 eV
HOMO level = -7.978 eV
ΔE to the lowest compared entry with this formula, charge and spin = 0.0000 eV
2S+1 = 1
electronic energy = -1379.6417 Ha

```
28
Properties=species:S:1:pos:R:3:forces:R:3
N -5.624921 -0.884987 -4.199134 8.0 3.2 1.6
O 3.524546 -2.094538 2.310717 -0.2 -0.1 -0.1
O 1.898222 -3.345921 3.121295 0.8 1.3 -0.9
Cl -2.900963 -3.129988 -4.138227 0.0 0.5 0.4
N -3.318730 -0.036896 -3.747189 -4.1 0.1 -2.0
N -1.749730 -2.732296 -1.809779 -0.1 0.3 -1.1
N -4.514472 -0.477806 -3.960743 -5.1 -2.3 -1.2
C 2.843696 1.067436 -0.279934 -1.4 -0.5 0.1
C 1.499405 1.199605 -0.520076 1.3 1.3 -0.4
C 1.643322 -0.570352 0.801343 3.8 -2.6 2.7
C -1.210027 -2.014547 -0.838962 0.1 0.6 -0.1
C -2.403190 -2.112222 -2.809345 0.4 -0.3 1.4
C -2.089424 0.021565 -1.737752 -0.1 -0.8 -0.1
C -2.654765 -0.732379 -2.770683 1.1 -1.2 1.0
C -1.366138 -0.608753 -0.750429 0.4 -0.9 -0.4
C 1.367632 -1.719270 1.640725 0.8 1.6 -1.1
N 2.901305 -0.058048 0.554140 0.5 -0.3 0.0
N 2.323095 -2.412414 2.391800 -1.2 -0.4 0.2
N 0.818660 0.212966 0.188224 -3.9 1.7 -1.3
C -0.692165 0.145469 0.344180 0.7 0.7 0.0
H 3.708191 1.685144 -0.622366 -1.0 -1.0 0.5
H 1.034540 1.994241 -1.111934 -0.1 -0.7 0.4
H -0.533913 -2.544632 -0.149571 -0.6 0.2 -0.2
H -2.241089 1.085698 -1.759972 0.0 0.3 0.1
H 0.349142 -1.947444 1.792862 -0.6 -0.6 0.4
H 3.720948 -0.538854 0.927674 -0.4 0.2 0.0
H -0.944670 -0.325273 1.292977 0.5 0.1 0.1
H -1.088782 1.178431 0.406487 0.5 -0.5 -0.1
```
Forces are in eV/Å.

Atom charges from the natural (NBO) analysis, given in e for atoms 1 to 8: 0.014 -0.498 -0.450 0.033 -0.325 -0.398 0.220 -0.063